Computed, not measured: 2 unconnected molecules or ions with the total composition C5H9NO, with ωB97M-V with the def2-TZVPD basis set.

Results
Max |F| ... 0.0080 Eh/bohr
Calculated total energy ... -8863.195 eV

Geometry as XYZ:
```
16
C5H9NO, DFT ωB97M-V with the def2-TZVPD basis set
N 2.52703 0.55038 0.55487
C 1.38507 0.36991 0.04170
C 0.82191 -1.02979 -0.06258
C -0.68540 -1.10002 -0.04120
C -1.39090 0.04034 -0.53143
C -0.74873 1.37024 -0.33967
O 0.68207 1.36901 -0.55171
H 2.76985 1.54114 0.49157
H 1.09936 -1.40631 -1.05786
H 1.29102 -1.66122 0.69293
H -0.84273 -1.26387 1.54339
H -1.12287 -2.07437 -0.24436
H -2.37692 -0.05668 -0.96648
H -1.36985 -0.53036 0.84239
H -0.89174 1.78284 0.67699
H -1.14716 2.09877 -1.04856
```